Entry 1:
Below is 2 unconnected molecules or ions with the total composition CH7N3O in a non-equilibrium geometry, with properties calculated with the ωB97M-V functional and the def2-TZVPD basis.

Charge: 0
Strongest force on any atom, eV Å⁻¹: 2.3
SMILES: C=NO.NN
Energy relative to the best compared isomer or geometry (same formula, charge and spin), kcal per mole: 109.3

Each line ends with the Mulliken charge.
Element x y z (Å)
1 N 0.915 -1.613 -0.154  -0.469
2 H -0.712 2.390 -0.771  0.228
3 H -0.273 2.881 0.739  0.218
4 H -1.142 0.721 0.984  0.215
5 H -0.840 -1.083 -1.167  0.341
6 C 0.218 -0.919 -0.984  -0.174
7 H 0.786 -0.325 -1.682  0.301
8 H 0.538 0.472 0.955  0.300
9 N -0.291 0.860 0.435  -0.360
10 H 0.759 -3.103 1.009  0.352
11 O 0.120 -2.483 0.634  -0.386
12 N -0.078 2.202 0.002  -0.566

Entry 2:
Below is 2 unconnected molecules or ions with the total composition CH7N3O2 in a non-equilibrium geometry, with properties calculated with the ωB97M-V functional and the def2-TZVPD basis.

Charge: 0
Strongest force on any atom, eV Å⁻¹: 2.6
SMILES: CN[N+](=O)[O-].N
Energy relative to the best compared isomer or geometry (same formula, charge and spin), kcal per mole: 68.5

Each line ends with the Mulliken charge.
Element x y z (Å)
1 N 2.125 -0.524 0.733  -0.774
2 O -1.593 -0.294 1.793  -0.607
3 H 1.822 -1.153 -0.011  0.251
4 H 1.474 0.332 0.711  0.327
5 H -1.200 1.391 0.508  0.293
6 N -0.547 0.724 0.111  -0.409
7 N -0.913 -0.493 0.794  0.982
8 O -0.636 -1.555 0.252  -0.482
9 H -1.639 0.348 -1.680  0.325
10 H 0.096 -0.040 -1.727  0.273
11 H -0.434 1.646 -1.761  0.339
12 H 2.093 -1.042 1.611  0.242
13 C -0.648 0.661 -1.335  -0.760

Entry 3:
Below is 2 unconnected molecules or ions with the total composition CH7N4 in a non-equilibrium geometry, with properties calculated with the ωB97M-V functional and the def2-TZVPD basis.

Charge: +1
Strongest force on any atom, eV Å⁻¹: 5.9
Energy relative to the best compared isomer or geometry (same formula, charge and spin), kcal per mole: 107.7

Each line ends with the Mulliken charge.
Element x y z (Å)
1 H -1.021 -0.960 -0.864  0.455
2 H 2.089 -0.080 0.913  0.285
3 N 0.565 1.692 -0.379  -0.347
4 H 0.488 -0.723 0.140  0.291
5 H -1.267 -1.191 0.983  0.346
6 H 2.308 -0.985 -0.488  0.240
7 C -1.639 -0.725 0.060  -0.847
8 H 1.378 2.289 -0.257  0.369
9 N -1.466 0.806 0.069  -0.337
10 N -0.361 1.162 -0.059  0.987
11 N 1.678 -0.336 0.005  -0.722
12 H -2.753 -0.948 -0.123  0.281

Entry 4:
Below is a molecular structure, CH7N4OS in a non-equilibrium geometry, with properties calculated with the ωB97M-V functional and the def2-TZVPD basis.

Charge: +1
Strongest force on any atom, eV Å⁻¹: 6.1
Energy relative to the best compared isomer or geometry (same formula, charge and spin), kcal per mole: 37.1

Each line ends with the Mulliken charge.
Element x y z (Å)
1 N 2.506 0.512 0.412  -0.219
2 N -2.163 -0.891 0.872  -0.302
3 S 3.342 -0.562 -0.563  -0.049
4 H -2.435 -0.333 1.689  0.277
5 N -0.802 0.309 -0.946  -0.526
6 H 4.421 -0.175 0.142  0.199
7 H -2.933 -1.167 0.321  0.244
8 O 0.638 1.812 0.883  -0.512
9 C 1.519 1.133 0.561  0.617
10 H -0.771 1.202 -0.453  0.327
11 H 0.091 0.082 -1.367  0.290
12 H -0.852 -1.612 -0.285  0.273
13 N -0.955 -0.924 0.339  0.006
14 H -1.604 0.615 -1.604  0.375

Entry 5:
Below is a gas-phase ion, CH7N6 (charge +1) in a non-equilibrium geometry, with properties calculated with the ωB97M-V functional and the def2-TZVPD basis.

Charge: +1
Strongest force on any atom, eV Å⁻¹: 7.3
SMILES: N[C@H]([NH3+])n1nn[nH]1
Energy relative to the best compared isomer or geometry (same formula, charge and spin), kcal per mole: 133.3

Each line ends with the Mulliken charge.
Element x y z (Å)
1 N -1.474 0.652 0.697  -0.252
2 N -0.878 0.108 -0.471  0.245
3 H 0.881 -0.024 -1.406  0.479
4 N 1.065 1.177 0.257  -0.404
5 H 0.629 -1.838 1.070  0.232
6 C 0.556 0.007 -0.467  0.104
7 H 1.731 -1.840 -0.109  0.260
8 H 1.629 0.760 1.044  0.350
9 H 1.660 1.862 -0.222  0.379
10 N -2.075 -0.722 -0.538  -0.201
11 N 1.196 -1.238 0.533  -0.642
12 H 0.226 1.926 0.477  0.431
13 N -2.551 0.034 0.520  -0.273
14 H -2.594 -0.865 -1.384  0.291

Entry 6:
Below is 2 unconnected molecules or ions with the total composition CH7N7O2 in a non-equilibrium geometry, with properties calculated with the ωB97M-V functional and the def2-TZVPD basis.

DFT total energy, hartree: -575.732233
Charge: 0
Strongest force on any atom, eV Å⁻¹: 8.0
2S+1: 3

Each line ends with the Mulliken charge.
Element x y z (Å)
1 H 2.211 0.994 1.685  0.231
2 N 0.877 -0.177 -3.647  0.611
3 N -1.520 -2.093 -0.616  -0.714
4 H -2.431 -1.910 -1.025  0.281
5 N -0.178 2.012 0.783  -0.621
6 O -2.167 -0.019 0.152  -0.623
7 O 1.370 0.384 -4.516  -0.531
8 C 0.144 -0.368 0.057  -0.353
9 H -0.976 2.027 1.467  0.286
10 H -0.867 -2.359 -1.386  0.317
11 N -1.123 -0.736 -0.165  0.735
12 N 0.341 -0.651 -2.775  -0.126
13 H 2.199 1.863 0.410  0.292
14 N 0.541 0.744 0.773  0.366
15 H -0.441 2.309 -0.142  0.243
16 N 1.929 0.905 0.788  -0.690
17 H 0.888 -1.233 -0.078  0.297

Entry 7:
Below is 2 unconnected molecules or ions with the total composition CH7NO in a non-equilibrium geometry, with properties calculated with the ωB97M-V functional and the def2-TZVPD basis.

Charge: 0
Strongest force on any atom, eV Å⁻¹: 5.9
SMILES: CN.O
Energy relative to the best compared isomer or geometry (same formula, charge and spin), kcal per mole: 39.5

Each line ends with the Mulliken charge.
Element x y z (Å)
1 H 0.290 -1.143 -0.898  0.212
2 H 0.582 -1.232 0.736  0.224
3 O -3.033 -0.082 0.040  -0.721
4 H 1.411 1.216 -0.686  0.244
5 H 1.826 0.768 1.064  0.228
6 N 0.450 -0.613 -0.033  -0.435
7 H -3.638 0.843 -0.359  0.333
8 H -1.998 0.118 0.375  0.361
9 H 2.566 -0.162 -0.237  0.274
10 C 1.543 0.288 -0.003  -0.720

Entry 8:
Below is a gas-phase ion, CH7NO2PS2 (charge +1) in a non-equilibrium geometry, with properties calculated with the ωB97M-V functional and the def2-TZVPD basis.

Charge: +1
Strongest force on any atom, eV Å⁻¹: 4.5
Energy relative to the best compared isomer or geometry (same formula, charge and spin), kcal per mole: 0.0

Each line ends with the Mulliken charge.
Element x y z (Å)
1 S -0.279 -2.043 -0.687  -0.252
2 O 1.452 -1.683 1.660  -0.485
3 S -0.277 0.836 1.064  -0.148
4 O -1.090 -1.696 2.162  -0.500
5 H 1.806 0.958 -0.472  0.353
6 H 0.345 0.212 -1.366  0.232
7 H 0.485 3.073 -1.006  0.254
8 N 0.331 2.206 -1.395  -0.407
9 H -0.641 2.124 -1.841  0.268
10 P 0.030 -1.154 1.178  0.930
11 C 0.693 1.096 -0.801  -0.284
12 H 1.992 -1.237 2.347  0.395
13 H -1.028 -2.388 2.883  0.399
14 H -1.520 -2.230 -0.149  0.244

Entry 9:
Below is 3 unconnected molecules or ions with the total composition CH7NO3, with properties calculated with the ωB97M-V functional and the def2-TZVPD basis.

Charge: 0
Strongest force on any atom, eV Å⁻¹: 0.8
SMILES: NC=O.O.O
Energy relative to the best compared isomer or geometry (same formula, charge and spin), kcal per mole: 6.5

Each line ends with the Mulliken charge.
Element x y z (Å)
1 O -1.527 -1.129 -2.435  -0.561
2 H 2.685 2.680 1.865  0.318
3 H -0.211 0.209 2.279  0.312
4 H -0.999 0.946 -1.227  0.213
5 O -0.752 -0.582 2.407  -0.645
6 C -0.581 -0.959 -1.698  0.152
7 H -0.158 -1.192 2.868  0.321
8 H 3.025 1.794 0.692  0.326
9 H 0.353 0.313 -0.320  0.188
10 O 2.482 1.804 1.499  -0.636
11 H 0.195 -1.717 -1.544  0.289
12 N -0.379 0.188 -0.995  -0.277

Entry 10:
Below is 2 unconnected molecules or ions with the total composition CH7NOS in a non-equilibrium geometry, with properties calculated with the ωB97M-V functional and the def2-TZVPD basis.

Charge: -1
Strongest force on any atom, eV Å⁻¹: 1.6
2S+1: 2
Energy relative to the best compared isomer or geometry (same formula, charge and spin), kcal per mole: 10.8

Each line ends with the Mulliken charge.
Element x y z (Å)
1 H -1.275 2.751 1.088  0.313
2 H -1.590 2.221 -1.171  0.231
3 N -1.472 0.784 1.650  -0.765
4 O -1.818 1.532 -0.531  -0.259
5 H -2.925 2.101 1.093  0.294
6 H -2.068 -0.034 1.711  0.259
7 H 1.309 -2.125 -0.483  0.321
8 S 2.518 -2.014 -1.046  -1.480
9 H 3.380 -2.026 -0.018  0.450
10 C -1.881 1.869 0.869  -0.804
11 H -0.537 0.475 1.479  0.442

Entry 11:
Below is CH7NP2 in the gas phase in a non-equilibrium geometry, with properties calculated with the ωB97M-V functional and the def2-TZVPD basis.

Charge: 0
Strongest force on any atom, eV Å⁻¹: 3.6
SMILES: CPNP
Energy relative to the best compared isomer or geometry (same formula, charge and spin), kcal per mole: 17.9

Each line ends with the Mulliken charge.
Element x y z (Å)
1 P 1.690 -0.426 1.996  -0.004
2 H 2.386 0.711 1.595  0.051
3 H -2.240 -0.186 -0.241  0.309
4 N 0.310 0.116 0.822  -0.398
5 P 0.040 -0.814 -0.709  0.107
6 H -1.330 1.190 -0.924  0.247
7 C -1.481 0.066 -0.976  -0.935
8 H 2.060 -1.403 1.067  0.019
9 H 0.680 -0.040 -1.667  -0.005
10 H -0.194 1.005 0.967  0.252
11 H -1.921 -0.220 -1.929  0.357

Entry 12:
Below is a molecular structure, CH7NP2 in a non-equilibrium geometry, with properties calculated with the ωB97M-V functional and the def2-TZVPD basis.

Charge: 0
Strongest force on any atom, eV Å⁻¹: 4.3
Energy relative to the best compared isomer or geometry (same formula, charge and spin), kcal per mole: 24.2

Each line ends with the Mulliken charge.
Element x y z (Å)
1 H -0.477 -0.439 1.269  0.313
2 P -2.519 0.110 0.079  -0.097
3 C 1.748 -0.088 0.493  -1.066
4 H 1.914 0.211 1.480  0.359
5 H 0.569 -0.135 -1.701  0.002
6 H -2.466 -0.560 -1.277  0.026
7 N -0.895 0.039 0.501  -0.280
8 H 2.705 -0.059 -0.163  0.319
9 P 0.378 0.881 -0.307  0.076
10 H 1.606 -1.196 0.289  0.328
11 H -2.562 1.235 -0.663  0.019

Entry 13:
Below is 4 unconnected molecules or ions with the total composition CH7O5, with properties calculated with the ωB97M-V functional and the def2-TZVPD basis.

Charge: -1
Strongest force on any atom, eV Å⁻¹: 0.6
Energy relative to the best compared isomer or geometry (same formula, charge and spin), kcal per mole: 6.4

Each line ends with the Mulliken charge.
Element x y z (Å)
1 H -2.077 1.418 0.676  0.333
2 H 0.315 -2.285 2.198  0.276
3 H 2.189 0.688 0.174  0.300
4 O 0.671 -2.294 1.304  -0.682
5 H -0.768 -1.232 -2.479  0.303
6 H 1.592 2.035 -0.225  0.422
7 H -1.358 -1.070 -1.106  0.347
8 H 0.094 -1.627 0.871  0.467
9 O -1.268 -1.733 -1.827  -0.664
10 O -0.725 -0.066 0.460  -0.652
11 O -0.340 2.092 -0.028  -0.677
12 C -1.032 1.145 0.379  -0.086
13 O 2.430 1.528 -0.234  -0.686

Entry 14:
Below is a molecular structure, CH8F2FeO7 in a non-equilibrium geometry, with properties calculated with the ωB97M-V functional and the def2-TZVPD basis.

Charge: -2
Strongest force on any atom, eV Å⁻¹: 4.4
2S+1: 5
Energy relative to the best compared isomer or geometry (same formula, charge and spin), kcal per mole: 10.2

Each line ends with the Mulliken charge.
Element x y z (Å)
1 F -1.155 -32.009 16.042  -0.850
2 H -0.645 -30.631 13.236  0.308
3 H -0.098 -31.010 18.305  0.281
4 O -3.437 -29.754 15.308  -0.581
5 C -4.299 -30.212 14.429  0.500
6 O -4.683 -29.478 13.468  -0.847
7 O -4.688 -31.422 14.595  -0.793
8 H -3.129 -28.372 18.760  0.211
9 H -0.411 -31.130 14.664  0.398
10 O 0.009 -30.617 13.940  -0.708
11 H -0.974 -30.403 19.404  0.215
12 O -0.905 -28.892 16.292  -0.258
13 Fe -2.287 -30.463 16.866  0.967
14 F -3.750 -31.777 17.721  -0.848
15 H -3.935 -28.422 17.458  0.283
16 O -3.228 -28.868 17.943  -0.362
17 H -0.059 -28.724 16.717  0.204
18 O -0.943 -30.567 18.457  -0.374
19 H -1.080 -28.109 15.760  0.255

Entry 15:
Below is 2 unconnected molecules or ions with the total composition CH8N, with properties calculated with the ωB97M-V functional and the def2-TZVPD basis.

Charge: +1
Strongest force on any atom, eV Å⁻¹: 0.7
Energy relative to the best compared isomer or geometry (same formula, charge and spin), kcal per mole: 1.2

Each line ends with the Mulliken charge.
Element x y z (Å)
1 H 0.315 -1.853 0.467  0.383
2 C -0.463 1.375 0.409  -1.148
3 H -0.414 -0.933 -0.680  0.358
4 H -1.089 0.614 0.885  0.328
5 H -0.608 1.295 -0.670  0.323
6 H 1.174 -0.623 -0.304  0.349
7 N 0.477 -1.355 -0.417  -0.506
8 H -0.759 2.350 0.777  0.274
9 H 0.787 -2.035 -1.116  0.388
10 H 0.580 1.164 0.649  0.250

Entry 16:
Below is 3 unconnected molecules or ions with the total composition CH8N2O in a non-equilibrium geometry, with properties calculated with the ωB97M-V functional and the def2-TZVPD basis.

Charge: 0
Strongest force on any atom, eV Å⁻¹: 2.6
Energy relative to the best compared isomer or geometry (same formula, charge and spin), kcal per mole: 116.7

Each line ends with the Mulliken charge.
Element x y z (Å)
1 H -0.438 -0.834 2.068  0.228
2 C 0.495 -2.056 -1.299  0.001
3 H -0.153 -0.380 -1.991  0.277
4 N -1.075 -0.998 1.295  -0.750
5 H -1.997 -0.676 1.576  0.239
6 H -0.142 -2.020 -0.299  0.362
7 H 1.433 -2.514 -0.904  0.437
8 O -0.358 -2.867 -1.815  -0.547
9 H 1.476 6.509 1.231  0.000
10 H -0.788 -0.319 0.591  0.271
11 H 0.891 6.913 1.026  0.000
12 N 0.653 -0.756 -1.479  -0.519

Entry 17:
Below is 2 unconnected molecules or ions with the total composition CH8N2S2 in a non-equilibrium geometry, with properties calculated with the ωB97M-V functional and the def2-TZVPD basis.

Charge: 0
Strongest force on any atom, eV Å⁻¹: 1.3
SMILES: NCN.SS
Energy relative to the best compared isomer or geometry (same formula, charge and spin), kcal per mole: 11.1

Each line ends with the Mulliken charge.
Element x y z (Å)
1 H 2.328 -0.193 0.678  0.348
2 N 0.564 0.710 1.423  -0.464
3 H -0.317 1.054 1.064  0.158
4 C 1.285 -0.002 0.419  -0.419
5 N 1.273 0.636 -0.916  -0.629
6 S -2.631 -0.162 0.263  -0.147
7 H -0.820 -1.521 -0.777  0.130
8 H -3.906 -0.262 -0.095  0.160
9 H 0.912 -1.033 0.362  0.284
10 H 1.096 1.492 1.780  0.235
11 S -2.018 -1.377 -1.359  -0.170
12 H 0.341 0.539 -1.311  0.257
13 H 1.894 0.120 -1.530  0.257

Entry 18:
Below is 2 unconnected molecules or ions with the total composition CH8N2S2 in a non-equilibrium geometry, with properties calculated with the ωB97M-V functional and the def2-TZVPD basis.

Charge: 0
Strongest force on any atom, eV Å⁻¹: 3.6
SMILES: NCN.SS
Energy relative to the best compared isomer or geometry (same formula, charge and spin), kcal per mole: 21.5

Each line ends with the Mulliken charge.
Element x y z (Å)
1 S -2.627 1.862 -1.509  -0.147
2 H -2.722 1.592 1.313  0.184
3 H 1.962 0.108 -0.761  0.301
4 H 2.570 -1.219 0.411  0.284
5 N 0.866 -1.688 -0.557  -0.592
6 H -0.005 -1.304 -0.965  0.249
7 N 0.935 0.138 1.143  -0.612
8 H 0.568 -2.309 0.158  0.231
9 H 0.202 0.670 0.718  0.204
10 H 0.439 -0.508 1.760  0.239
11 S -2.442 0.862 0.198  -0.221
12 H -1.464 2.458 -1.886  0.153
13 C 1.718 -0.665 -0.022  -0.275